No. 1
# C47H50NO4PPtSiTe

A molecular structure, C47H50NO4PPtSiTe in a non-equilibrium geometry (ωB97M-V/def2-TZVPD, the OMol25 dataset).

Properties
Max |F|   1.0 eV Å⁻¹
2S+1   2
Charge   -1
Expectation value of S²   0.797
Frontier orbital gap (spin up / spin down)   6.943 / 5.988 eV
Lowest unoccupied orbital energy (spin up / spin down)   0.084 / 0.044 Eh
HOMO level (spin up / spin down)   -4.66 / -4.78 eV
Energy above the lowest of the compared OMol25 structures with the same formula, charge and spin   14.4 kcal/mol

Positions of all 106 atoms, in Å:
Pt  -0.8362  -0.3923  -1.1588
O  -4.5942  2.1570  -1.8725
C  -4.2258  1.1218  -1.3438
O  -3.1290  0.8970  -0.7054
C  -5.0930  -0.1059  -1.3197
C  -6.4231  -0.0760  -1.7116
C  -7.2140  -1.1987  -1.5275
C  -6.6721  -2.3323  -0.9307
C  -5.3329  -2.3629  -0.5672
C  -4.5220  -1.2477  -0.7894
P  -2.7467  -1.1490  -0.2727
C  -2.8772  -0.7732  1.5276
C  -3.3673  -1.7266  2.4214
C  -3.5368  -1.4231  3.7667
C  -3.2275  -0.1517  4.2328
C  -2.7382  0.8030  3.3509
C  -2.5620  0.4956  2.0069
C  -2.3572  -2.9603  -0.1994
C  -2.7841  -3.8589  -1.1436
C  -2.4033  -5.2110  -1.1060
C  -1.5782  -5.7043  -0.0490
C  -1.0607  -4.8580  0.8636
C  -1.2270  -3.3811  0.7153
H  -6.8103  0.8434  -2.1331
H  -8.2550  -1.1901  -1.8275
H  -7.2961  -3.1977  -0.7409
H  -4.9335  -3.2506  -0.1009
H  -3.6254  -2.7195  2.0669
H  -3.9182  -2.1778  4.4453
H  -3.3724  0.0944  5.2783
H  -2.4976  1.7993  3.7040
H  -2.1706  1.2357  1.3225
H  -3.4726  -3.5405  -1.9159
H  -2.7733  -5.8908  -1.8628
H  -1.3811  -6.7680  0.0228
H  -0.4188  -5.2079  1.6646
H  -1.3414  -2.9022  1.6868
C  5.2763  6.5612  3.2302
C  4.2683  5.5214  2.8021
C  4.0097  4.4042  3.5794
C  3.0712  3.4432  3.1979
C  2.8639  2.2610  4.1244
C  2.3542  3.5969  1.9968
Te  0.9944  1.9897  1.4963
N  0.1022  -0.5777  0.5680
C  0.4428  -1.7511  0.8722
O  0.0039  -2.8603  0.1457
C  1.3760  -2.1096  1.9854
C  2.2700  -3.1709  1.8393
C  3.1831  -3.4640  2.8451
C  3.2017  -2.7068  4.0105
C  2.2984  -1.6631  4.1678
C  1.3896  -1.3665  3.1605
C  1.6434  1.7141  -0.5056
C  0.8365  2.0945  -1.5906
C  -0.4508  2.8830  -1.4859
C  1.2793  1.8015  -2.8865
C  2.4750  1.1594  -3.1310
C  2.9284  0.8658  -4.5398
C  3.2606  0.7921  -2.0383
C  2.8687  1.0483  -0.7321
C  3.7723  0.6022  0.3944
C  2.5856  4.7438  1.2165
C  1.8016  5.0426  -0.0355
C  3.5420  5.6725  1.6270
H  5.8662  6.2128  4.0792
H  4.7812  7.4895  3.5260
H  5.9625  6.8044  2.4163
H  4.5524  4.2675  4.5119
H  3.5049  2.3502  5.0043
H  3.0898  1.3198  3.6187
H  1.8286  2.1935  4.4691
H  2.2506  -3.7479  0.9230
H  3.8787  -4.2857  2.7194
H  3.9151  -2.9310  4.7943
H  2.3013  -1.0741  5.0779
H  0.6832  -0.5568  3.2763
H  -0.5593  3.3620  -0.5174
H  -1.3322  2.2604  -1.6361
H  -0.4693  3.6459  -2.2685
H  0.6435  2.0839  -3.7217
H  2.2738  1.3421  -5.2710
H  2.9217  -0.2109  -4.7359
H  3.9471  1.2237  -4.7051
H  4.2002  0.2735  -2.2115
H  4.6692  0.1280  -0.0075
H  3.2634  -0.1128  1.0457
H  4.0783  1.4483  1.0151
H  0.7298  5.0062  0.1670
H  2.0054  4.3194  -0.8257
H  2.0481  6.0362  -0.4112
H  3.7155  6.5499  1.0076
C  1.0081  -2.2601  -3.6183
Si  -0.5802  -1.4380  -4.1713
C  -1.8492  -2.7985  -4.3687
C  -0.2589  -0.6992  -5.8580
O  -1.0487  -0.2642  -3.1486
H  1.4054  -2.9586  -4.3672
H  0.8366  -2.8128  -2.6850
H  1.7715  -1.4965  -3.4165
H  -1.6766  -3.3932  -5.2730
H  -2.8640  -2.3859  -4.4132
H  -1.7974  -3.4734  -3.5047
H  -0.1651  -1.4850  -6.6182
H  0.6708  -0.1176  -5.8524
H  -1.0751  -0.0311  -6.1571

Atomic forces in eV per Å
-0.1 -0.9 -0.5
0.0 0.1 0.0
0.2 -0.2 0.2
-0.4 0.4 0.0
-0.1 0.1 -0.1
0.0 -0.1 0.0
0.0 0.0 0.0
0.1 0.0 0.0
-0.1 0.1 0.0
0.2 -0.4 -0.1
0.3 0.4 0.5
-0.3 0.0 -0.1
-0.1 0.1 -0.1
0.0 0.0 -0.1
0.0 0.0 0.0
0.0 0.0 -0.1
0.1 0.0 0.1
0.3 0.0 0.0
0.0 -0.2 0.1
0.1 0.1 0.1
-0.2 0.0 -0.2
0.0 0.1 -0.1
-0.3 0.0 -0.1
0.0 0.0 0.0
0.0 0.0 0.0
0.0 0.0 0.0
0.0 0.0 0.0
0.0 0.0 0.0
0.0 0.0 0.0
0.0 0.0 0.0
0.0 0.0 0.0
-0.1 0.0 0.0
0.0 0.0 0.0
0.0 0.0 0.0
0.0 0.0 0.0
0.0 0.0 0.0
0.0 -0.1 0.2
-0.1 -0.1 -0.1
0.0 0.1 0.0
-0.1 0.0 0.0
0.0 0.0 0.1
0.0 0.1 -0.1
0.1 -0.1 0.1
0.2 0.4 0.0
-0.1 -0.6 0.6
0.1 0.5 -0.1
0.4 -0.3 0.3
-0.1 0.0 -0.2
0.0 0.0 0.0
-0.1 0.0 0.0
0.0 0.0 0.0
0.0 0.0 0.0
0.0 0.0 0.1
0.1 -0.1 -0.2
0.0 0.2 0.1
0.1 0.0 -0.1
-0.1 0.0 -0.1
0.1 0.0 -0.1
0.0 0.0 0.1
0.0 0.0 0.0
-0.1 0.0 0.0
-0.1 0.1 -0.1
0.0 0.1 0.0
0.1 -0.1 0.1
0.0 0.0 0.0
0.0 0.0 0.0
0.0 0.0 0.0
0.0 0.0 0.0
0.0 0.0 -0.1
0.0 0.0 -0.1
0.0 0.0 0.0
0.0 0.0 0.0
0.0 0.0 0.0
0.0 0.0 0.0
0.0 0.0 0.0
0.0 0.0 0.0
0.0 0.0 0.0
0.0 0.0 0.0
0.0 -0.1 0.0
0.0 0.0 0.1
0.0 0.0 0.1
0.0 0.0 0.1
0.0 0.1 0.0
0.0 0.0 0.0
0.0 0.0 0.0
0.0 0.0 0.0
0.0 0.0 0.0
0.0 0.0 0.0
0.0 0.0 0.0
0.0 0.0 0.0
0.0 0.0 0.0
0.0 -0.1 0.0
0.3 -0.1 0.2
-0.1 0.3 0.4
-0.3 -0.2 0.1
0.0 0.2 -0.3
-0.2 0.1 -0.6
-0.1 0.1 0.1
0.0 0.1 -0.1
-0.1 -0.2 0.0
0.0 0.1 0.1
0.1 -0.1 0.0
0.0 0.1 -0.2
0.0 0.1 0.1
-0.2 -0.1 0.0
0.1 -0.1 0.0

Results of the Mulliken charge analysis, in e, for atoms 1 through 99: atom 1 (Pt): 1.956, atom 2 (O): -0.811, atom 3 (C): -0.118, atom 4 (O): -0.862, atom 5 (C): -0.002, atom 6 (C): -0.488, atom 7 (C): -0.621, atom 8 (C): -0.776, atom 9 (C): -0.378, atom 10 (C): 1.027, atom 11 (P): 1.380, atom 12 (C): 0.511, atom 13 (C): -0.377, atom 14 (C): -0.827, atom 15 (C): -0.677, atom 16 (C): -0.802, atom 17 (C): -0.418, atom 18 (C): 0.261, atom 19 (C): -1.229, atom 20 (C): -1.071, atom 21 (C): -0.661, atom 22 (C): -1.382, atom 23 (C): 0.452, atom 24 (H): 0.519, atom 25 (H): 0.392, atom 26 (H): 0.432, atom 27 (H): 0.318, atom 28 (H): 0.252, atom 29 (H): 0.430, atom 30 (H): 0.389, atom 31 (H): 0.458, atom 32 (H): 0.587, atom 33 (H): 0.928, atom 34 (H): 0.472, atom 35 (H): 0.429, atom 36 (H): 0.515, atom 37 (H): 0.494, atom 38 (C): -1.548, atom 39 (C): 0.727, atom 40 (C): -1.202, atom 41 (C): 1.153, atom 42 (C): -1.529, atom 43 (C): -0.444, atom 44 (Te): 0.638, atom 45 (N): 0.726, atom 46 (C): -0.978, atom 47 (O): -0.277, atom 48 (C): 0.464, atom 49 (C): -0.167, atom 50 (C): -0.827, atom 51 (C): -0.465, atom 52 (C): -0.844, atom 53 (C): -0.082, atom 54 (C): 0.490, atom 55 (C): 0.154, atom 56 (C): -2.152, atom 57 (C): -0.264, atom 58 (C): 0.356, atom 59 (C): -1.782, atom 60 (C): -0.622, atom 61 (C): 1.150, atom 62 (C): -1.474, atom 63 (C): 1.472, atom 64 (C): -1.133, atom 65 (C): -0.968, atom 66 (H): 0.343, atom 67 (H): 0.312, atom 68 (H): 0.358, atom 69 (H): 0.240, atom 70 (H): 0.361, atom 71 (H): 0.179, atom 72 (H): 0.251, atom 73 (H): 0.516, atom 74 (H): 0.396, atom 75 (H): 0.384, atom 76 (H): 0.428, atom 77 (H): 0.540, atom 78 (H): 0.051, atom 79 (H): 0.402, atom 80 (H): 0.585, atom 81 (H): 0.216, atom 82 (H): 0.380, atom 83 (H): 0.311, atom 84 (H): 0.467, atom 85 (H): 0.337, atom 86 (H): 0.467, atom 87 (H): 0.115, atom 88 (H): 0.201, atom 89 (H): 0.201, atom 90 (H): 0.117, atom 91 (H): 0.360, atom 92 (H): 0.320, atom 93 (C): -0.647, atom 94 (Si): 0.437, atom 95 (C): -0.950, atom 96 (C): -1.001, atom 97 (O): -0.942, atom 98 (H): 0.467, atom 99 (H): 0.035

***

No. 2
# C20H23BBr2Cl20IN2O2

6 unconnected molecules or ions with the total composition C20H23BBr2Cl20IN2O2 in a non-equilibrium geometry (ωB97M-V/def2-TZVPD, the OMol25 dataset).

Properties
Max |F|   1.0 eV Å⁻¹
Charge   +1
Frontier orbital gap   7.856 eV
Lowest unoccupied orbital energy   -0.137 Eh
HOMO level   -11.59 eV

Positions of all 71 atoms, in Å:
C  0.1334  -4.6804  0.2085
C  1.3391  -4.4542  1.0667
Br  2.1121  -6.0493  1.6730
C  1.8488  -3.2602  1.3724
Br  3.3700  -3.1627  2.4984
C  1.2782  -1.9759  0.9300
N  -0.0460  -1.7707  1.1115
C  -0.7138  -0.6493  0.8160
C  -2.1933  -0.5824  1.0855
C  -2.7257  -1.5769  2.1148
C  -3.1059  -2.9815  1.6308
C  -4.0444  -3.0513  0.4132
C  -3.4952  -3.9051  -0.7316
N  -3.9125  -3.4237  -2.0603
C  -0.0010  0.4355  0.2865
C  -0.6662  1.7409  -0.0083
B  -1.3410  1.8510  -1.4465
O  -2.7097  2.0009  -1.5566
O  -0.6093  1.7944  -2.5791
C  1.3783  0.2673  0.0487
I  2.4960  1.8250  -0.7689
C  2.0229  -0.9487  0.3530
C  3.4765  -1.1052  0.0250
H  -0.7531  -4.4752  0.7935
H  0.1482  -4.0872  -0.6966
H  0.0576  -5.7279  -0.0344
H  -0.5787  -2.5165  1.5376
H  -2.7103  -0.6472  0.1320
H  -2.4037  0.4095  1.4576
H  -3.6245  -1.1518  2.5472
H  -2.0223  -1.6592  2.9400
H  -2.2204  -3.5770  1.4366
H  -3.6116  -3.4629  2.4579
H  -4.3525  -2.0848  0.0475
H  -4.9408  -3.5551  0.7533
H  -2.4089  -3.9374  -0.6601
H  -3.8372  -4.9289  -0.6228
H  -4.3540  -2.5191  -1.9830
H  -3.1159  -3.3321  -2.6708
H  -1.4459  1.9345  0.7172
H  0.0373  2.5521  0.1124
H  -3.0210  2.6439  -0.9095
H  -1.2005  1.8134  -3.3399
H  4.0601  -0.6492  0.8144
H  3.6993  -0.6285  -0.9157
H  3.7592  -2.1380  -0.0856
C  2.9168  5.9192  1.1253
Cl  1.2241  5.9371  0.5975
Cl  3.2024  4.5507  2.2095
Cl  3.9624  5.7867  -0.2927
Cl  3.2622  7.4242  1.9691
C  8.7785  -0.7585  -1.5758
Cl  7.7655  -0.9178  -3.0220
Cl  8.7574  -2.2852  -0.6859
Cl  10.4272  -0.3857  -2.0635
Cl  8.1710  0.5355  -0.5387
C  -7.0547  0.2162  0.4847
Cl  -6.9084  -1.4520  -0.0649
Cl  -5.6872  1.1190  -0.1794
Cl  -8.5638  0.9147  -0.0842
Cl  -6.9964  0.2640  2.2495
C  6.6757  3.9382  -3.0044
Cl  7.0169  2.2553  -3.4053
Cl  7.9219  4.9652  -3.7030
Cl  5.0930  4.4054  -3.6431
Cl  6.6474  4.1320  -1.2450
C  -3.1379  5.7753  0.9176
Cl  -3.1721  7.5007  0.5983
Cl  -1.6831  5.0671  0.1858
Cl  -3.1098  5.4804  2.6533
Cl  -4.5604  4.9992  0.2063

Atomic forces in eV per Å
0.1 -0.2 0.3
0.0 -0.1 -0.3
0.0 -0.1 0.1
0.3 -0.3 0.3
-0.1 0.3 0.1
0.3 0.6 -0.4
0.1 -0.1 0.2
0.1 0.7 -0.3
0.4 -0.3 0.2
-0.3 -0.2 -0.3
-0.2 0.3 -0.1
0.2 -0.9 0.3
0.1 0.4 -0.5
0.1 -0.1 0.4
0.6 0.0 -0.1
-0.4 0.0 0.0
-0.4 0.1 0.1
0.3 0.3 -0.1
0.2 -0.5 0.0
-0.5 -0.4 0.2
0.0 0.0 0.1
0.0 0.0 -0.3
-0.3 -0.3 0.1
-0.3 0.1 -0.1
-0.1 0.2 -0.2
0.1 -0.2 -0.3
0.0 -0.1 0.1
-0.2 -0.1 -0.2
0.0 0.3 0.0
-0.2 0.2 0.1
0.1 0.0 0.2
0.1 -0.2 0.0
0.1 -0.2 0.3
0.1 0.4 0.0
-0.4 0.2 0.0
0.2 0.1 -0.1
0.0 -0.3 0.1
0.0 0.1 -0.1
0.0 0.0 -0.2
-0.2 0.0 0.2
0.3 0.2 0.0
-0.4 -0.2 0.2
0.1 0.1 -0.2
0.4 0.1 0.1
0.1 0.3 -0.2
0.1 -0.4 0.2
0.0 0.2 -0.1
0.2 -0.1 0.1
-0.1 0.0 -0.1
-0.1 -0.1 0.1
0.0 0.0 0.1
0.1 -0.1 0.0
0.0 0.0 0.1
0.0 0.0 0.0
0.0 0.0 0.0
-0.1 0.0 0.0
0.0 0.0 0.0
-0.3 -0.1 0.0
0.2 0.2 0.0
0.0 0.0 0.0
0.0 0.0 0.0
0.1 0.0 0.0
-0.1 0.1 0.0
0.0 0.1 0.0
-0.1 0.0 0.0
0.2 -0.1 0.0
-0.1 0.0 0.0
0.0 0.0 0.0
-0.1 -0.1 -0.1
0.0 0.0 0.0
0.0 0.0 0.0

In the Mulliken picture, each atom carries the following charge in e: atom 1 (C): -1.514, atom 2 (C): 0.277, atom 3 (Br): -0.084, atom 4 (C): -1.116, atom 5 (Br): -0.028, atom 6 (C): 0.638, atom 7 (N): -0.049, atom 8 (C): 0.171, atom 9 (C): 0.154, atom 10 (C): -1.887, atom 11 (C): -0.021, atom 12 (C): -0.251, atom 13 (C): 0.029, atom 14 (N): -0.634, atom 15 (C): 0.784, atom 16 (C): -2.070, atom 17 (B): 0.829, atom 18 (O): -0.561, atom 19 (O): -0.488, atom 20 (C): 0.573, atom 21 (I): 0.296, atom 22 (C): 2.160, atom 23 (C): -3.232, atom 24 (H): 0.401, atom 25 (H): 0.314, atom 26 (H): 0.634, atom 27 (H): 0.002, atom 28 (H): 0.394, atom 29 (H): 0.141, atom 30 (H): 0.472, atom 31 (H): 0.613, atom 32 (H): -0.536, atom 33 (H): 0.542, atom 34 (H): -0.169, atom 35 (H): 0.532, atom 36 (H): -0.150, atom 37 (H): 0.365, atom 38 (H): 0.234, atom 39 (H): 0.256, atom 40 (H): 0.379, atom 41 (H): 0.455, atom 42 (H): 0.151, atom 43 (H): 0.294, atom 44 (H): 0.481, atom 45 (H): 0.750, atom 46 (H): 0.495, atom 47 (C): 0.233, atom 48 (Cl): -0.051, atom 49 (Cl): -0.091, atom 50 (Cl): -0.012, atom 51 (Cl): -0.088, atom 52 (C): 0.340, atom 53 (Cl): -0.115, atom 54 (Cl): -0.097, atom 55 (Cl): -0.079, atom 56 (Cl): -0.054, atom 57 (C): 0.298, atom 58 (Cl): -0.078, atom 59 (Cl): -0.022, atom 60 (Cl): -0.086, atom 61 (Cl): -0.106, atom 62 (C): 0.308, atom 63 (Cl): -0.024, atom 64 (Cl): -0.085, atom 65 (Cl): -0.099, atom 66 (Cl): -0.103, atom 67 (C): 0.315, atom 68 (Cl): -0.084, atom 69 (Cl): -0.055, atom 70 (Cl): -0.100, atom 71 (Cl): -0.090

***

No. 3
# C3H10N2O

2 unconnected molecules or ions with the total composition C3H10N2O in a non-equilibrium geometry (ωB97M-V/def2-TZVPD, the OMol25 dataset).

Properties
Max |F|   3.4 eV Å⁻¹
2S+1   2
Charge   -1
Expectation value of S²   0.753
Frontier orbital gap (spin up / spin down)   3.397 / 7.124 eV
Lowest unoccupied orbital energy (spin up / spin down)   0.155 / 0.146 Eh
HOMO level (spin up / spin down)   0.81 / -3.14 eV
Energy above the lowest of the compared OMol25 structures with the same formula, charge and spin   45.7 kcal/mol

Positions of all 16 atoms, in Å:
C  0.6362  -1.0846  -1.4403
C  1.8057  -0.2911  -1.3440
N  -0.7207  -0.6663  -1.6558
H  0.8278  -2.0499  -1.9107
H  2.7041  -0.7768  -1.6532
H  1.8456  0.5184  -0.6749
H  -1.2924  -0.6247  0.5911
H  -1.1492  -1.3976  -2.2289
H  -0.7479  0.2922  -1.9279
N  0.6965  1.0259  1.6082
C  -0.7222  0.7380  1.9374
O  -1.5335  0.2675  0.7539
H  1.3101  0.2300  1.7116
H  0.7354  1.3012  0.6044
H  -0.8910  -0.0147  2.7164
H  -1.2222  1.6904  2.1561

Atomic forces in eV per Å
1.2 0.5 -1.1
-2.6 -1.5 -0.2
1.4 -1.9 1.1
-0.1 0.1 0.2
0.7 -0.2 0.2
0.4 1.1 0.3
0.6 -1.4 -0.7
-0.4 0.8 -0.2
-0.5 0.7 -0.6
-1.2 0.2 -0.2
-0.6 -0.2 -2.5
0.6 2.3 2.5
-0.3 -0.3 -0.2
-0.2 -0.3 1.2
0.6 0.4 0.1
0.2 -0.3 0.3

In the Mulliken picture, each atom carries the following charge in e: atom 1 (C): -1.326, atom 2 (C): -0.689, atom 3 (N): -0.454, atom 4 (H): 0.334, atom 5 (H): 0.145, atom 6 (H): 0.253, atom 7 (H): 0.273, atom 8 (H): 0.593, atom 9 (H): 0.243, atom 10 (N): -0.589, atom 11 (C): -0.569, atom 12 (O): -0.422, atom 13 (H): 0.319, atom 14 (H): 0.311, atom 15 (H): 0.369, atom 16 (H): 0.209

***

| no. | molecular weight (g mol⁻¹) |
| --- | --- |
| 1 | 1074.7 |
| 2 | 1330.0 |
| 3 | 90.1 |